(1)
Below is a 2-piece molecular cluster, C6H13Cl2NO2 overall at a distorted geometry, with properties calculated with wB97M-V/def2-TZVPD.

XYZ file:
```
24
C6H13Cl2NO2 | the OMol25 dataset | wB97M-V/def2-TZVPD
C -0.16124 1.55759 1.96031
C 2.11767 1.61085 0.81033
C -1.21040 -0.75007 -2.55821
C 0.70862 0.99108 0.75983
C -1.63226 -1.66456 -0.18521
C -1.71002 -0.55315 -1.18314
N 0.21254 1.06984 -0.59327
O -2.21979 -2.84466 -0.73425
O -2.10609 -1.32265 1.16267
Cl -3.02349 0.46838 -0.97545
Cl -0.64062 2.43618 -0.89853
H -0.74597 0.85911 2.49769
H 0.38721 2.24464 2.62590
H -0.89467 2.27223 1.54175
H 2.58758 1.42560 1.77917
H 2.00879 2.75140 0.66061
H 2.81021 1.27499 0.02991
H -0.20369 -0.09725 -2.78438
H -1.96906 -0.12325 -3.17424
H -1.18240 -1.80622 -2.95571
H 0.80242 -0.15755 0.89110
H -0.43859 -1.85867 -0.09670
H -1.67878 -3.67549 -0.63715
H -2.69279 -0.67188 0.97041
```

⟨S²⟩	2.01
HOMO energy (spin up / spin down)	-7.48 / -9.92	eV
spin multiplicity	3


(2)
Below is C6H13ClN4OS as an isolated structure at a distorted geometry, with properties calculated with wB97M-V/def2-TZVPD.

XYZ file:
```
26
C6H13ClN4OS | the OMol25 dataset | wB97M-V/def2-TZVPD
C -0.38991 1.38757 0.19960
C -0.49246 -0.82830 1.13177
C 0.98802 0.97829 -0.20039
C 0.68591 -0.32305 -0.86451
C -0.10579 -3.08493 2.15210
C 0.30696 1.30755 -3.24216
N -0.81707 0.50298 1.19593
N 0.06731 -1.24565 -0.00118
N -0.60910 -1.76397 2.09207
N -0.64511 2.67726 0.72090
O -1.26030 1.12644 -1.08857
S -0.60614 0.21098 -2.19675
Cl 2.57778 -1.32519 -1.60523
H 1.39898 1.50325 -0.91108
H 1.61308 0.93004 0.66518
H 0.18774 -3.56406 1.15324
H 0.56759 -3.08277 3.17336
H -0.98517 -3.79869 2.44814
H 0.74744 0.78371 -4.11332
H 1.15498 1.75080 -2.63578
H -0.10722 2.16288 -3.63628
H -1.10495 0.98479 2.04095
H -0.09801 -2.18861 -0.38250
H -1.18854 -1.48883 2.89866
H -0.23895 3.48265 0.24343
H -1.64707 2.90485 0.76244
```

charge	+2
HOMO energy	-17.89	eV


(3)
Below is a 2-piece molecular cluster, C6H13ClNO5PS overall at a distorted geometry, with properties calculated with wB97M-V/def2-TZVPD.

XYZ file:
```
28
C6H13ClNO5PS | the OMol25 dataset | wB97M-V/def2-TZVPD
C 2.93002 -0.55991 -0.43102
O 2.12166 -0.11869 -1.54556
C 1.70557 1.20627 -1.18157
C 0.60036 1.78278 -2.11172
Cl 0.74904 1.08867 -3.82463
O -0.68461 1.83402 -1.62200
C -1.23601 0.69419 -0.94329
C -0.93629 0.68479 0.62390
N -2.00537 0.10073 1.42729
P -0.94610 -1.03038 -1.63180
S -2.50565 -2.13998 -1.13877
H 3.47242 -1.48992 -0.67272
H 2.24864 -0.69656 0.43685
H 3.69091 0.23395 -0.24130
H 1.49251 1.30006 -0.10013
H 2.61946 1.83400 -1.35790
H 0.88322 2.84272 -2.27878
H -2.34263 0.81456 -0.98684
H -0.81961 1.75700 0.91453
H 0.02034 0.14082 0.84380
H -1.85186 -0.92113 1.46828
H -1.77395 0.38678 2.38879
H -0.86277 -1.08651 -3.04755
H 0.17847 -1.66536 -1.01505
C -1.66848 -1.72585 4.00933
O -0.86377 -0.73365 3.88540
O -2.06924 -2.41958 2.97281
O -2.14624 -2.11381 5.15962
```

charge	-2
HOMO energy	1.93	eV


(4)
Below is C6H13GaO3 as an isolated structure at a distorted geometry, with properties calculated with wB97M-V/def2-TZVPD.

XYZ file:
```
23
C6H13GaO3 | the OMol25 dataset | wB97M-V/def2-TZVPD
C 2.60840 1.40338 0.11487
O 1.41778 0.67689 -0.18665
C 1.45948 -0.69751 0.17701
C 0.26533 -1.35010 -0.48949
O -0.05947 -2.54126 0.11742
C -1.45349 -2.72599 -0.09537
C -2.00939 -1.31818 0.09782
O -0.89172 -0.49681 -0.29085
H 2.39916 2.46203 -0.06983
H 2.88158 1.25301 1.16817
H 3.42055 1.06132 -0.53979
H 1.38261 -0.80197 1.26920
H 2.39247 -1.15350 -0.17935
H 0.40767 -1.46374 -1.57768
H -1.82785 -3.44279 0.64104
H -1.63805 -3.09841 -1.11442
H -2.24802 -1.10079 1.14548
H -2.86311 -1.09172 -0.54903
Ga -0.40748 1.30490 -0.27475
C -1.18613 3.00302 0.10082
H -1.08084 3.28467 1.16309
H -0.70591 3.80235 -0.49013
H -2.26356 3.03120 -0.13758
```

charge	+2
HOMO energy	-18.89	eV


(5)
Below is a 2-piece molecular cluster, C6H13N overall at a distorted geometry, with properties calculated with wB97M-V/def2-TZVPD.

XYZ file:
```
20
C6H13N | the OMol25 dataset | wB97M-V/def2-TZVPD
C -1.26110 -0.06329 -0.99626
C 1.58543 0.71221 -1.19934
C 1.75403 1.83001 -0.33950
C 2.87244 2.33151 0.20216
C -2.23195 -0.93701 -0.25447
N -1.49535 -2.09676 0.42648
C -0.74137 -1.66762 1.62289
H -0.37817 -0.12109 -1.57206
H -1.70533 0.89617 -1.29744
H 1.02572 0.72913 -2.11897
H 1.27519 -0.24114 -0.73354
H 0.75779 2.19156 -0.08815
H 2.78996 3.30523 0.67203
H 3.83666 1.84955 0.23512
H -2.63064 -0.32435 0.56956
H -3.04326 -1.51870 -0.69657
H -0.72763 -2.13909 -0.23938
H 0.15684 -2.26476 1.78369
H -1.41050 -1.85846 2.46909
H -0.42877 -0.61310 1.55466
```

HOMO energy	-6.98	eV


(6)
Below is one molecule with the formula C6H13N at a distorted geometry, with properties calculated with wB97M-V/def2-TZVPD.

XYZ file:
```
20
C6H13N | the OMol25 dataset | wB97M-V/def2-TZVPD
C -1.58589 2.16412 0.62488
C -0.96106 0.95408 0.25768
C 0.12457 0.33049 1.11439
C 1.52987 0.15237 0.60001
C 1.91484 -1.00843 -0.39872
N -1.07923 0.21929 -0.99851
C -1.21900 -1.32190 -1.11935
H -2.35266 2.67281 0.05766
H -1.34080 2.63435 1.63704
H -0.25437 -0.66236 1.19172
H 0.11192 0.98626 1.98000
H 2.09795 1.16376 0.16234
H 2.06807 -0.17451 1.52906
H 1.83422 -1.83685 0.29501
H 3.08785 -0.87308 -0.61798
H 1.45437 -0.95082 -1.30274
H -1.76647 0.55216 -1.58923
H -0.77968 -1.78021 -2.14470
H -0.60211 -1.75132 -0.29765
H -2.28239 -1.47019 -0.98089
```

HOMO energy	-7.98	eV


(7)
Below is C6H13N as an isolated structure at a distorted geometry, with properties calculated with wB97M-V/def2-TZVPD.

XYZ file:
```
20
C6H13N | the OMol25 dataset | wB97M-V/def2-TZVPD
C -0.63027 -0.03672 -0.43620
C 0.51104 -0.32958 0.38655
C -0.93774 1.34317 -0.95194
C 1.00355 -1.75402 0.44309
C -1.88939 -0.43875 0.94975
C 1.83647 0.60666 -0.63957
N 2.36675 1.72039 -0.41862
H -0.82845 -0.81144 -1.17667
H 0.55848 0.19050 1.34260
H 1.90558 2.26876 0.31412
H 2.27025 -0.00156 -1.44304
H -0.40558 1.53735 -1.88324
H -1.99803 1.42701 -1.19221
H -0.69746 2.10387 -0.20953
H 2.06189 -1.77340 0.70829
H 0.46047 -2.32746 1.19407
H -1.54940 -0.86971 1.88783
H -2.35399 0.51837 1.16991
H -2.58819 -1.12421 0.47714
H 0.90402 -2.24923 -0.52233
```

HOMO energy	-8.08	eV


(8)
Below is one molecule with the formula C6H13N, with properties calculated with wB97M-V/def2-TZVPD.

XYZ file:
```
20
C6H13N | the OMol25 dataset | wB97M-V/def2-TZVPD
C -0.47126 2.37873 -0.11045
C -0.78749 1.02786 -0.80413
C -0.44238 -0.19078 0.01729
C -1.53642 -0.72358 0.90374
C 0.78259 -0.73664 -0.04899
C 1.16159 -2.12766 0.35868
N 1.86877 -0.03419 -0.58355
H -1.38875 2.85908 0.22709
H 0.16956 2.21489 0.75391
H 0.09317 3.08189 -0.73177
H -0.27328 0.96580 -1.76849
H -1.84931 1.00003 -1.05770
H -2.49562 -0.86946 0.41016
H -1.66812 -0.02347 1.73667
H -1.22335 -1.63851 1.41210
H 0.31802 -2.69581 0.73602
H 1.98538 -2.10953 1.07639
H 1.47767 -2.64876 -0.55260
H 1.68610 0.86844 -0.98221
H 2.59314 -0.59835 -0.99215
```

HOMO energy	-7.47	eV


(9)
Below is one molecule with the formula C6H13N at a distorted geometry, with properties calculated with wB97M-V/def2-TZVPD.

XYZ file:
```
20
C6H13N | the OMol25 dataset | wB97M-V/def2-TZVPD
C -3.04656 0.80333 0.66286
C -1.58361 0.82034 0.36442
C -1.08017 0.33932 -0.76702
C 0.33951 -0.08344 -1.04614
C 1.15403 -0.47742 0.18704
C 1.84228 -1.87248 -0.03416
N 2.05281 0.64528 0.53900
H -3.31463 1.84830 0.87012
H -3.74714 0.58710 -0.15007
H -3.42389 0.19060 1.52271
H -0.99118 1.50365 0.98207
H -1.74550 0.03054 -1.58041
H 0.36663 -0.81930 -1.84567
H 0.79976 0.83746 -1.50910
H 0.54460 -0.62731 1.08546
H 2.54340 -1.74907 -0.86937
H 2.40041 -2.19071 0.86933
H 1.05681 -2.61262 -0.13273
H 2.77627 0.37367 1.20588
H 2.64034 0.84788 -0.26752
```

HOMO energy	-8.71	eV


(10)
Below is one molecule with the formula C6H13N at a distorted geometry, with properties calculated with wB97M-V/def2-TZVPD.

XYZ file:
```
20
C6H13N | the OMol25 dataset | wB97M-V/def2-TZVPD
C -0.35851 -0.79169 2.34564
C 0.46757 -1.08758 1.03377
C 0.59295 0.06159 0.08165
C 1.83764 0.84132 -0.52185
C -0.51591 0.22723 -0.77461
C -0.39746 0.77724 -2.16214
N -1.82499 -0.31362 -0.34073
H -0.22283 0.04342 2.96835
H -1.44579 -0.83027 2.22438
H -0.28721 -1.60336 3.08341
H -0.03279 -1.89202 0.54146
H 1.43494 -1.38511 1.31354
H 2.37214 0.19596 -1.25966
H 2.64810 1.08316 0.14134
H 1.58503 1.87013 -0.70595
H -0.11780 -0.04792 -2.73149
H 0.34718 1.50210 -2.10685
H -1.35133 1.32338 -2.52116
H -2.11512 0.17648 0.45968
H -2.61581 -0.15044 -1.06878
```

HOMO energy	-7.66	eV


(11)
Below is one molecule with the formula C6H13N, with properties calculated with wB97M-V/def2-TZVPD.

XYZ file:
```
20
C6H13N | the OMol25 dataset | wB97M-V/def2-TZVPD
C 2.91660 -0.31786 -0.05351
C 1.43068 -0.62108 -0.18461
C 0.61759 0.58999 -0.63321
N -0.77292 0.19043 -0.71360
C -1.83208 1.13287 -0.99295
C -1.61095 0.59367 0.38384
C -2.23195 -0.47916 1.24213
H 3.09494 0.46593 0.69183
H 3.32662 0.03025 -1.00878
H 3.47992 -1.20552 0.25114
H 1.26053 -1.42616 -0.90927
H 1.02788 -0.98395 0.77150
H 0.97098 0.94588 -1.60861
H 0.74686 1.41965 0.08688
H -2.60422 0.80444 -1.68623
H -1.55845 2.18676 -1.09986
H -1.18614 1.38451 1.00889
H -3.11174 -0.13199 1.79111
H -2.46576 -1.39211 0.69076
H -1.46369 -0.73462 1.98424
```

HOMO energy	-9.13	eV